Record 1
The following is a DFT calculation (wB97M-V/def2-TZVPD) of an isolated ion of composition C5H15N2O and charge +1.

Summary:
ΔE to the lowest compared entry with this formula, charge and spin ... 76.25 kcal per mole
Total charge ... +1
F_max ... 5.0 eV Å⁻¹
Orbital gap ... 9.47 eV
SMILES ... C[C@@H](O)CNCC[NH3+]

Each line ends with the Mulliken charge.
Cartesian coordinates (Å):
C (-0.45165, -0.99448, 1.40595)  -0.729
N (0.84061, -0.46085, 1.13884)  -0.279
C (1.06622, 0.82112, 0.72349)  -1.016
C (-0.01781, 1.29761, -0.17634)  0.709
C (0.31547, 2.71498, -0.63257)  -1.391
O (0.10741, 0.45322, -1.34628)  -0.573
C (-1.30968, -1.73145, 0.23895)  -0.607
N (-0.42857, -1.98788, -0.96116)  -0.229
H (-1.18326, -0.38848, 1.96485)  0.300
H (-0.26191, -1.91780, 2.07792)  0.430
H (1.57976, -0.76740, 1.79745)  0.268
H (1.00809, 1.57599, 1.54870)  0.356
H (2.01628, 0.90639, 0.35866)  0.500
H (-1.11948, 1.07651, 0.11974)  0.149
H (1.36797, 2.83973, -0.48727)  0.366
H (0.35871, 2.83938, -1.69248)  0.373
H (-0.22219, 3.60627, -0.38423)  0.363
H (-0.06120, 0.77935, -2.24558)  0.259
H (-2.04157, -0.90238, 0.04013)  0.283
H (-1.89297, -2.62462, 0.77819)  0.370
H (-0.18657, -2.99411, -0.95880)  0.380
H (0.40566, -1.37089, -0.88614)  0.311
H (-1.12615, -1.78928, -1.86168)  0.405



Record 2
The following is a DFT calculation (wB97M-V/def2-TZVPD) of a 2-piece molecular cluster, C4H10N2 overall.

Summary:
ΔE to the lowest compared entry with this formula, charge and spin ... 54.24 kcal per mole
Total charge ... 0
F_max ... 1.6 eV Å⁻¹
Orbital gap ... 10.68 eV
SMILES ... C=NC.C=NC

Each line ends with the Mulliken charge.
Cartesian coordinates (Å):
C (2.78395, -1.47350, -0.89372)  -0.626
C (2.30727, 0.75534, -1.39852)  -0.257
N (1.86702, -0.39869, -1.19838)  -0.337
H (3.82402, -1.14690, -0.73867)  0.300
H (2.80800, -2.12859, -1.75817)  0.242
H (2.41545, -1.98326, -0.00349)  0.214
H (1.63850, 1.58053, -1.60970)  0.256
H (3.34932, 1.02988, -1.18959)  0.208
C (-2.47952, 1.32464, 0.46227)  -0.724
C (-2.21556, -0.33344, 2.04440)  -0.180
N (-2.61207, -0.05407, 0.89514)  -0.401
H (-2.33469, 1.37391, -0.61427)  0.244
H (-1.69144, 1.90486, 0.95759)  0.303
H (-3.43912, 1.80927, 0.66389)  0.303
H (-2.31706, -1.33028, 2.47896)  0.246
H (-1.71937, 0.32294, 2.78185)  0.209



Record 3
The following is a DFT calculation (wB97M-V/def2-TZVPD) of a 2-piece molecular cluster, C3H8S3Si overall.

Summary:
ΔE to the lowest compared entry with this formula, charge and spin ... 40.87 kcal per mole
Total charge ... 0
F_max ... 2.7 eV Å⁻¹
Orbital gap ... 8.27 eV
SMILES ... C1CS[SiH2]S1.C=S

Each line ends with the Mulliken charge.
Cartesian coordinates (Å):
C (0.89725, -1.22888, -0.17555)  -0.192
C (-0.44887, -1.73186, 0.38468)  -0.526
C (-0.86847, 1.83399, -1.79158)  -0.246
Si (0.46559, 0.92329, 1.68661)  0.482
S (1.93874, -0.46818, 1.09251)  -0.205
S (-1.29335, -0.23134, 1.25099)  -0.272
S (-0.35562, 0.67266, -2.82663)  -0.180
H (1.39554, -2.21146, -0.53324)  0.310
H (0.83635, -0.55257, -1.04674)  -0.084
H (-1.15060, -2.05696, -0.39263)  0.346
H (-0.37332, -2.43968, 1.20901)  0.353
H (-1.18234, 1.62820, -0.81600)  0.210
H (0.54205, 2.02365, 0.80065)  -0.115
H (-0.84690, 2.94018, -2.00867)  0.246
H (0.44394, 0.89896, 3.16660)  -0.127



Record 4
The following is a DFT calculation (wB97M-V/def2-TZVPD) of C30H29N5O4Ta as an isolated structure.

Summary:
2S+1 ... 2
Total charge ... +2
F_max ... 1.7 eV Å⁻¹
Orbital gap (spin up / spin down) ... 4.75 / 4.97 eV

Each line ends with the Mulliken spin population.
Cartesian coordinates (Å):
Ta (0.04682, -0.49048, -0.31484)  0.860
O (0.65341, 1.55856, -7.04591)  0.000
C (-0.43724, 1.57776, -6.48293)  0.000
O (-1.60962, 1.83873, -6.73190)  0.000
C (-0.27098, 1.11885, -4.92538)  -0.004
C (0.93482, 0.62737, -4.44748)  -0.008
C (1.03118, 0.27095, -3.11874)  -0.028
N (-0.02842, 0.38473, -2.27128)  -0.011
C (-1.16337, 0.98862, -2.71607)  -0.046
C (-1.31007, 1.35573, -4.03510)  0.003
C (-2.16088, 1.31969, -1.69066)  0.087
C (-3.49077, 1.57761, -1.99979)  0.000
C (-4.36246, 1.92580, -0.98396)  0.001
C (-3.87429, 2.03189, 0.31220)  0.002
C (-2.54101, 1.75919, 0.53509)  0.011
N (-1.69495, 1.39333, -0.43065)  0.003
C (2.25808, -0.18356, -2.47468)  0.008
C (3.48002, -0.28523, -3.13021)  -0.002
C (4.61261, -0.61827, -2.41553)  0.001
C (4.49785, -0.85336, -1.04744)  -0.003
C (3.25588, -0.77258, -0.46947)  0.029
N (2.14461, -0.44053, -1.15151)  0.033
H (1.76541, 0.53796, -5.13529)  0.000
H (-2.20508, 1.83871, -4.40510)  0.000
H (-3.83618, 1.49666, -3.02070)  0.000
H (-5.40380, 2.12209, -1.20078)  0.000
H (-4.51779, 2.32045, 1.13092)  0.000
H (-2.11452, 1.86258, 1.52657)  0.001
H (3.54080, -0.09221, -4.19082)  -0.001
H (5.57314, -0.69443, -2.90655)  0.000
H (5.35937, -1.10025, -0.44456)  0.000
H (3.12954, -0.97899, 0.58359)  -0.026
O (-0.86688, -0.64558, 2.23007)  0.020
C (-0.30348, -1.31273, 3.38195)  0.008
C (0.91203, -0.58990, 3.92531)  -0.002
C (1.95731, -0.37138, 2.81474)  0.043
C (1.91555, 1.01423, 2.23318)  0.008
C (2.53706, 2.05864, 2.90921)  -0.006
C (2.54217, 3.32995, 2.36251)  0.004
C (1.89309, 3.53882, 1.15220)  0.000
C (1.27020, 2.46819, 0.54967)  0.026
N (1.28351, 1.23038, 1.07149)  0.008
H (-1.18726, 0.21656, 2.52014)  0.007
H (-0.02933, -2.31057, 3.04099)  -0.002
H (-1.06692, -1.40756, 4.15562)  0.001
H (1.33436, -1.19941, 4.72443)  0.000
H (0.61835, 0.36463, 4.36894)  0.000
H (1.77533, -1.11271, 2.02952)  -0.019
H (2.95672, -0.54128, 3.21430)  0.003
H (3.02887, 1.85891, 3.85191)  0.000
H (3.05004, 4.14189, 2.86531)  0.000
H (1.87566, 4.51177, 0.68275)  0.000
H (0.73298, 2.59242, -0.38327)  0.004
O (-2.14283, -1.19023, -0.52934)  0.015
N (-2.97153, -2.22422, -0.51838)  0.004
C (-3.22610, -2.87282, 0.62999)  0.002
C (-4.12515, -3.91598, 0.65864)  0.000
C (-4.77270, -4.29725, -0.50827)  -0.001
C (-4.49555, -3.60630, -1.68029)  0.000
C (-3.58784, -2.57238, -1.66152)  0.000
H (-2.69811, -2.51310, 1.50059)  0.000
H (-4.31768, -4.41972, 1.59465)  0.000
H (-5.47852, -5.11576, -0.50500)  0.000
H (-4.98234, -3.86176, -2.61028)  0.000
H (-3.32624, -1.99024, -2.53255)  -0.001
C (0.38514, -2.70652, -0.01377)  -0.035
H (0.19585, -3.26423, -0.93672)  0.013
H (-0.29931, -3.10260, 0.74277)  -0.006
H (1.40283, -2.96204, 0.29407)  -0.003



Record 5
The following is a DFT calculation (wB97M-V/def2-TZVPD) of one molecule with the formula C5H14N2O.

Summary:
ΔE to the lowest compared entry with this formula, charge and spin ... 75.56 kcal per mole
Total charge ... 0
F_max ... 4.4 eV Å⁻¹
Orbital gap ... 9.56 eV
SMILES ... COCCC(C)(N)N

Each line ends with the Mulliken charge.
Cartesian coordinates (Å):
C (-0.38104, 1.01254, 0.47833)  1.096
C (1.27242, -0.65100, -0.66202)  -0.576
C (0.79569, 0.03718, 0.61897)  -0.936
C (0.25273, -2.79147, -0.46024)  -0.678
C (-1.65448, 0.39599, -0.07504)  -1.774
N (0.09233, 2.25041, -0.41232)  -0.687
N (-0.53887, 1.74905, 1.69030)  -0.800
O (0.38364, -1.60628, -1.21557)  -0.358
H (-1.48567, 2.11162, 1.76075)  0.356
H (0.05915, 2.64655, 1.09485)  0.441
H (-0.41064, 2.29438, -1.29432)  0.232
H (1.08534, 2.32340, -0.63103)  0.259
H (2.24409, -1.12802, -0.46252)  0.361
H (1.42193, 0.08361, -1.45840)  0.339
H (1.64103, 0.58978, 1.03908)  0.324
H (0.50865, -0.69593, 1.37408)  0.342
H (-0.33760, -3.48171, -1.06098)  0.255
H (-0.26659, -2.62304, 0.48977)  0.263
H (1.23296, -3.23715, -0.24555)  0.307
H (-2.40944, 1.16893, -0.22136)  0.515
H (-1.46961, -0.13473, -1.00629)  0.404
H (-2.03601, -0.31410, 0.65950)  0.315



Record 6
The following is a DFT calculation (wB97M-V/def2-TZVPD) of C18H13O5PPt as an isolated structure.

Summary:
2S+1 ... 3
ΔE to the lowest compared entry with this formula, charge and spin ... 68.36 kcal per mole
Total charge ... +2
F_max ... 7.9 eV Å⁻¹
Orbital gap (spin up / spin down) ... 6.59 / 7.22 eV

Each line ends with the Mulliken spin population.
Cartesian coordinates (Å):
O (-0.49184, -0.08221, -5.33602)  -0.008
C (-0.49042, -0.08217, -4.18861)  0.123
Pt (-0.50017, -0.08347, -2.15935)  0.683
O (1.43150, -2.53674, -2.21886)  -0.010
C (0.72661, -1.63231, -2.21430)  0.182
C (-1.71310, 1.46999, -2.20649)  0.189
O (-2.41747, 2.37505, -2.21482)  -0.015
C (-2.04802, -1.29985, -2.20107)  0.199
O (-2.94945, -2.00806, -2.21193)  -0.016
C (1.06353, 1.13018, -2.20549)  0.165
O (1.96257, 1.84151, -2.21305)  -0.012
C (-1.48472, -0.14114, 1.99753)  0.107
P (-0.72783, -0.07917, 0.30631)  0.356
C (-0.17175, 1.67511, 0.57305)  0.023
C (1.13349, 2.01500, 0.80647)  0.012
C (1.47456, 3.32493, 1.07106)  0.002
C (0.50332, 4.31120, 1.10916)  0.002
C (-0.83057, 3.96992, 0.87750)  0.003
C (-1.17204, 2.66016, 0.61122)  0.014
C (0.19948, -1.66018, 0.61123)  -0.027
C (-0.56435, -2.83888, 0.70719)  0.004
C (0.06635, -4.03221, 0.99158)  0.002
C (1.44810, -4.07176, 1.17205)  0.004
C (2.18312, -2.89979, 1.06124)  0.003
C (1.55841, -1.70537, 0.78552)  0.002
H (-2.16945, 0.67318, 2.11878)  -0.008
H (-0.65508, -0.04411, 2.73374)  0.025
H (-1.98511, -1.07627, 2.14101)  -0.004
H (1.93573, 1.24660, 0.79377)  -0.004
H (2.53027, 3.58866, 1.25885)  0.000
H (0.77369, 5.35246, 1.32651)  0.000
H (-1.60656, 4.74772, 0.91633)  0.000
H (-2.23291, 2.40456, 0.45024)  0.004
H (-1.66035, -2.82026, 0.57123)  0.004
H (-0.52100, -4.95936, 1.08093)  0.000
H (1.94827, -5.02193, 1.39924)  0.000
H (3.27862, -2.92703, 1.19866)  0.000
H (2.17454, -0.78399, 0.69954)  -0.005



Q: Among the records above, which one has the highest F_max?
A: C18H13O5PPt



Q: Which formula does entry 3 have?
A: C3H8S3Si